Record 1
DFT (ωB97M-V with the def2-TZVPD basis set) results for an isolated molecule of C5H9NO in a non-equilibrium geometry.

As for the frontier orbital gap: 9.97 eV. As for the highest occupied orbital energy: -9.1 eV. Its energy is -8865.788 eV. As for the SMILES: CC1(C=O)CNC1. Its multiplicity is 1. The value obtained for the energy above the lowest of the compared OMol25 structures with the same formula, charge and spin is 79.0 kcal per mole.

The geometry in XYZ format:
```
16
Properties=species:S:1:pos:R:3:lowdin_charge:R:1
C 0.81 1.46 -0.25 -0.0547
C 0.25 0.08 0.23 -0.3496
C 1.45 -0.75 0.68 -0.1779
O 2.22 -1.33 -0.12 0.0184
C -0.46 -0.68 -1.02 -0.1356
N -1.48 -1.10 -0.08 -0.0734
C -1.23 -0.09 0.85 -0.1948
H 0.01 2.13 -0.60 0.0678
H 1.51 2.14 0.38 0.1000
H 1.35 1.34 -1.23 0.0904
H 1.61 -0.70 1.80 0.1363
H 0.17 -1.56 -1.43 0.1370
H -0.81 -0.07 -1.75 0.0713
H -2.50 -1.15 -0.34 0.1328
H -1.78 0.89 1.07 0.1383
H -1.11 -0.60 1.82 0.0938
```

***

Record 2
DFT (ωB97M-V with the def2-TZVPD basis set) results for a 5-piece molecular cluster, C26H28BBrF32O7S overall in a non-equilibrium geometry.

As for the frontier orbital gap: 6.75 eV. As for the highest occupied orbital energy: -8.3 eV. Its energy is -210253.870 eV. As for the SMILES: FC(F)C(F)(F)COC(F)(F)C(F)F.FC(F)C(F)(F)COC(F)(F)C(F)F.FC(F)C(F)(F)COC(F)(F)C(F)F.FC(F)C(F)(F)COC(F)(F)C(F)F.C=CB(Br)CCCCS(=O)(=O)O. Its multiplicity is 1.

The geometry in XYZ format:
```
96
Properties=species:S:1:pos:R:3:lowdin_charge:R:1
F -2.25 2.80 1.69 0.0818
C -2.27 1.84 2.64 -0.2942
F -2.20 2.49 3.83 0.0944
C -1.12 0.85 2.49 -0.4214
F 0.09 1.46 2.67 0.1099
F -1.22 -0.07 3.50 0.1052
C -1.10 0.07 1.17 -0.0471
O -0.22 0.58 0.15 0.0270
C -0.77 1.63 -0.65 -0.4730
F -2.09 1.74 -0.40 0.1234
F -0.66 1.20 -1.93 0.1354
C -0.02 2.96 -0.48 -0.2645
F -0.03 3.38 0.81 0.0916
F -0.59 3.94 -1.21 0.0949
H -3.24 1.33 2.59 0.1343
H -0.69 -0.92 1.40 0.1502
H -2.10 -0.13 0.79 0.1473
H 1.03 2.86 -0.78 0.1451
F 6.21 2.93 -3.71 0.0842
C 5.69 3.41 -4.86 -0.2910
F 6.70 4.08 -5.48 0.0934
C 4.51 4.34 -4.62 -0.4296
F 4.88 5.46 -3.94 0.1256
F 4.06 4.79 -5.84 0.1030
C 3.31 3.69 -3.92 -0.0494
O 3.21 3.91 -2.50 0.0300
C 3.98 3.02 -1.70 -0.4707
F 4.45 2.00 -2.47 0.1274
F 3.10 2.45 -0.83 0.1173
C 5.10 3.73 -0.92 -0.2573
F 5.96 4.37 -1.75 0.0941
F 5.84 2.84 -0.20 0.0932
H 5.41 2.57 -5.50 0.1757
H 2.41 4.17 -4.32 0.1532
H 3.19 2.63 -4.18 0.1478
H 4.68 4.47 -0.23 0.1801
F 5.64 -0.08 2.50 0.0850
C 4.94 1.08 2.56 -0.2935
F 5.86 2.06 2.77 0.0908
C 3.90 1.07 3.67 -0.4233
F 4.48 0.98 4.90 0.1255
F 3.26 2.28 3.66 0.1065
C 2.82 -0.01 3.54 -0.0537
O 3.02 -1.20 4.30 0.0374
C 3.87 -2.18 3.70 -0.4760
F 4.09 -1.84 2.41 0.1152
F 3.13 -3.33 3.66 0.1303
C 5.16 -2.42 4.49 -0.2621
F 5.89 -1.28 4.62 0.0901
F 5.96 -3.32 3.85 0.0916
H 4.48 1.26 1.58 0.1615
H 1.90 0.42 3.95 0.1390
H 2.57 -0.23 2.49 0.1447
H 4.95 -2.80 5.49 0.1768
F 4.44 -5.58 -1.91 0.0829
C 4.79 -5.80 -0.62 -0.2895
F 5.54 -6.93 -0.62 0.0918
C 3.57 -5.96 0.29 -0.4274
F 2.84 -7.06 -0.05 0.1236
F 4.03 -6.19 1.56 0.1032
C 2.65 -4.74 0.35 -0.0543
O 1.49 -4.78 -0.48 0.0317
C 1.69 -4.37 -1.83 -0.4786
F 2.91 -3.79 -1.94 0.1230
F 0.79 -3.37 -2.05 0.1334
C 1.47 -5.50 -2.85 -0.2642
F 2.30 -6.55 -2.61 0.0884
F 1.73 -5.08 -4.11 0.0926
H 5.43 -4.98 -0.29 0.1762
H 2.24 -4.71 1.37 0.1447
H 3.19 -3.79 0.25 0.1410
H 0.44 -5.87 -2.81 0.1750
C -10.38 2.53 -4.45 -0.0062
C -10.21 2.27 -2.96 -0.1664
B -8.63 1.96 -2.50 -0.6818
Br -7.29 3.35 -3.17 0.5552
C -8.21 0.63 -1.63 -0.2109
C -8.45 0.79 0.00 -0.2026
C -7.30 -0.19 0.71 -0.2550
C -7.30 -0.11 2.35 -0.2080
S -5.83 -1.18 2.93 0.8412
O -4.62 -0.22 3.26 -0.3795
O -6.22 -2.08 4.17 -0.3881
O -5.35 -2.25 1.64 -0.2442
H -10.70 1.63 -5.15 0.0916
H -10.12 3.61 -4.86 0.0889
H -11.10 2.32 -2.20 0.0955
H -7.07 0.31 -1.76 0.1117
H -8.84 -0.32 -1.96 0.1216
H -8.35 1.92 0.36 0.1311
H -9.51 0.38 0.35 0.1261
H -6.27 0.19 0.30 0.1225
H -7.47 -1.28 0.29 0.1264
H -8.32 -0.52 2.77 0.1289
H -7.16 1.01 2.70 0.1355
H -5.95 -3.07 1.70 0.1197
```

***

Record 3
DFT (ωB97M-V with the def2-TZVPD basis set) results for an isolated ion of composition C6H12NO and charge -1 in a non-equilibrium geometry.

As for the frontier orbital gap: 6.01 eV. As for the highest occupied orbital energy: -2.4 eV. Its energy is -9952.870 eV. As for the SMILES: C=C(C)C[C@@H](N)C[O-]. Its multiplicity is 1. The value obtained for the energy above the lowest of the compared OMol25 structures with the same formula, charge and spin is 11.0 kcal per mole. As for the charge: -1.

The geometry in XYZ format:
```
20
Properties=species:S:1:pos:R:3:lowdin_charge:R:1
C -2.43 0.16 0.31 0.0155
C -1.33 -0.46 -0.13 -0.3985
C -1.22 -1.27 -1.40 -0.0620
C -0.08 -0.45 0.67 -0.1735
C 1.18 0.12 -0.07 -0.3725
N 0.81 1.32 -0.89 0.0103
C 2.26 0.59 1.03 -0.4954
O 2.33 -0.28 2.06 -0.3750
H -3.32 0.28 -0.29 0.0396
H -2.41 0.70 1.25 0.0523
H -0.31 -1.05 -1.96 0.0671
H -2.02 -1.03 -2.12 0.0681
H -1.25 -2.30 -1.08 0.0793
H -0.02 0.17 1.59 0.1087
H 0.22 -1.42 1.08 0.1130
H 1.56 -0.71 -0.67 0.1070
H -0.20 1.38 -0.97 0.0283
H 1.09 2.09 -0.31 0.0264
H 3.27 0.56 0.57 0.0789
H 1.86 1.61 1.34 0.0824
```

***

Record 4
DFT (ωB97M-V with the def2-TZVPD basis set) results for a 2-piece molecular cluster, C2H9N4O overall in a non-equilibrium geometry.

As for the frontier orbital gap: 6.89 eV. As for the highest occupied orbital energy: -12.3 eV. Its energy is -10216.251 eV. Its multiplicity is 1. The value obtained for the energy above the lowest of the compared OMol25 structures with the same formula, charge and spin is 161.4 kcal per mole. As for the charge: +1.

The geometry in XYZ format:
```
16
Properties=species:S:1:pos:R:3:lowdin_charge:R:1
C 1.22 0.39 -0.02 -0.2613
C -1.39 -0.14 2.04 0.1741
N -2.31 0.39 -0.05 0.1660
N 2.56 0.13 -0.27 0.1119
N 0.15 0.23 -0.73 -0.1141
N 0.35 -0.55 -1.86 0.0120
O -2.31 -0.25 1.19 0.0153
H -0.50 0.40 1.97 0.0718
H 1.03 0.75 1.00 0.1052
H -1.61 -0.70 2.97 0.1521
H 2.92 -0.31 -1.12 0.1057
H 3.20 0.16 0.52 0.1116
H -1.36 0.56 -0.39 0.0252
H 1.36 -0.69 -2.13 0.0883
H -0.20 -0.30 -2.70 0.1081
H -3.12 -0.07 -0.43 0.1280
```